[1]
ORCA calculation (the ωB97M-V functional and the def2-TZVPD basis) on a 5-piece molecular cluster, C27H58NO20PS4 overall.

Atoms and positions in Å:
C  4.274  5.121  1.433
C  3.494  3.861  1.776
C  2.559  3.362  0.663
C  3.227  3.438  -0.712
C  2.621  2.519  -1.821
C  3.737  1.550  -2.312
C  4.016  0.326  -1.445
C  5.193  0.311  -0.434
C  6.343  1.284  -0.691
C  4.666  0.420  1.009
C  2.303  3.412  -3.065
N  0.887  3.815  -3.164
C  0.431  4.811  -2.168
C  -0.551  4.148  -1.194
C  -1.900  4.864  -1.034
P  -2.860  3.968  0.228
O  -2.956  4.740  1.463
O  -2.132  2.546  0.373
C  -1.834  2.109  1.720
C  -0.808  0.997  1.586
O  -4.331  3.644  -0.334
C  -4.474  2.401  -1.051
C  -4.772  1.222  -0.139
O  1.481  1.874  -1.323
C  0.882  0.915  -2.161
H  4.821  5.448  2.313
H  5.014  4.968  0.658
H  3.631  5.945  1.135
H  2.904  4.085  2.659
H  4.198  3.081  2.051
H  2.207  2.366  0.899
H  1.695  4.015  0.712
H  4.273  3.192  -0.585
H  3.196  4.475  -1.013
H  4.601  2.165  -2.540
H  3.385  1.170  -3.267
H  4.177  -0.503  -2.124
H  3.119  0.063  -0.896
H  5.620  -0.683  -0.492
H  7.264  0.818  -0.352
H  6.494  1.503  -1.739
H  6.241  2.196  -0.111
H  5.303  1.041  1.625
H  3.627  0.720  1.053
H  4.713  -0.564  1.466
H  2.969  4.276  -3.080
H  2.520  2.870  -3.981
H  0.810  4.270  -4.067
H  -0.122  5.574  -2.712
H  1.245  5.326  -1.664
H  -0.121  4.012  -0.210
H  -0.747  3.163  -1.582
H  -2.452  4.791  -1.969
H  -1.795  5.892  -0.722
H  -2.748  1.719  2.155
H  -1.409  2.901  2.320
H  -0.088  1.332  0.844
H  -1.261  0.076  1.244
H  -0.260  0.871  2.513
H  -3.618  2.203  -1.687
H  -5.316  2.536  -1.721
H  -4.081  0.422  -0.385
H  -5.768  0.821  -0.275
H  -4.584  1.464  0.898
H  1.458  -0.003  -2.277
H  0.624  1.300  -3.144
H  -0.054  0.643  -1.680
O  -5.335  -2.446  0.829
S  -5.721  -2.673  2.174
O  -5.842  -3.987  2.696
O  -7.069  -1.861  2.458
C  -6.880  -0.955  3.557
C  -5.408  -0.603  3.508
O  -4.765  -1.834  3.144
H  -7.137  -1.475  4.481
H  -7.522  -0.087  3.435
H  -5.027  -0.252  4.462
H  -5.199  0.138  2.734
O  2.414  -1.222  -4.181
S  1.865  -2.310  -3.458
O  2.210  -2.565  -2.106
O  2.093  -3.642  -4.319
C  0.839  -4.285  -4.585
C  -0.166  -3.154  -4.614
O  0.267  -2.272  -3.568
H  0.630  -4.986  -3.774
H  0.891  -4.823  -5.527
H  -1.182  -3.487  -4.421
H  -0.133  -2.610  -5.560
O  -3.720  -8.766  -0.542
S  -4.094  -9.041  0.798
O  -4.189  -10.367  1.285
O  -5.457  -8.258  1.108
C  -5.281  -7.380  2.231
C  -3.819  -6.999  2.187
O  -3.151  -8.205  1.789
H  -5.525  -7.930  3.142
H  -5.934  -6.518  2.138
H  -3.444  -6.664  3.150
H  -3.629  -6.232  1.434
O  1.477  -2.337  4.773
S  2.378  -2.137  3.697
O  3.491  -1.267  3.805
O  1.530  -1.747  2.393
C  1.797  -2.671  1.328
C  2.136  -3.968  2.035
O  2.903  -3.560  3.177
H  2.642  -2.296  0.746
H  0.926  -2.759  0.685
H  2.722  -4.642  1.416
H  1.238  -4.480  2.387

Cartesian forces, eV/Å:
0.1 0.1 0.3
0.0 0.1 -0.3
0.4 0.5 0.4
-0.9 -0.7 0.6
1.4 1.0 -0.6
-1.1 -0.1 0.1
0.7 0.0 0.1
-0.5 0.3 0.2
0.1 -0.4 0.2
0.4 -0.6 -0.1
-0.9 -0.3 0.1
0.7 0.7 -0.1
-0.7 -0.5 -0.3
0.0 0.5 0.1
0.0 -1.4 -0.2
-0.1 1.0 0.1
0.0 0.2 0.7
-0.4 0.4 0.3
0.5 -1.0 -0.4
0.0 0.6 -0.2
0.6 -0.6 -0.3
-0.8 0.1 -0.2
0.7 -0.4 -0.3
0.1 -0.2 0.2
-0.5 -0.2 0.0
0.1 0.1 0.1
0.1 -0.1 -0.3
-0.2 0.1 -0.1
-0.2 -0.2 0.2
0.1 -0.2 0.1
0.0 -0.2 0.0
-0.4 0.1 -0.3
0.3 -0.1 0.0
0.1 0.2 -0.2
0.3 0.0 0.1
0.1 -0.2 -0.2
0.0 -0.1 -0.2
-0.3 0.0 0.1
0.1 -0.2 -0.3
0.2 0.0 0.1
0.0 0.2 -0.3
-0.1 0.3 -0.1
-0.1 0.4 0.2
-0.1 0.4 0.1
-0.1 -0.2 0.2
0.2 0.1 0.2
0.0 -0.2 -0.1
-0.1 -0.2 0.0
0.0 0.2 -0.1
0.2 0.0 0.1
0.2 -0.1 0.1
0.0 -0.3 -0.1
0.0 0.3 -0.2
-0.2 0.3 0.2
-0.2 0.2 0.3
-0.3 0.4 0.0
0.2 -0.1 -0.2
0.0 -0.3 0.0
-0.1 -0.3 0.2
0.3 0.1 0.1
-0.1 0.3 -0.1
0.1 -0.3 0.0
-0.3 0.1 0.1
-0.2 0.2 0.2
0.3 0.2 0.1
0.2 0.2 -0.2
-0.2 0.0 0.2
-0.1 -0.2 -0.2
0.0 0.5 0.2
0.1 -0.2 -0.1
0.3 0.0 -0.1
0.0 0.0 0.4
0.0 0.4 -0.2
-0.3 -0.3 0.1
0.0 0.0 0.0
-0.1 -0.1 -0.2
0.1 -0.2 0.0
0.0 0.0 0.0
0.2 0.0 0.1
-0.3 -0.5 -0.5
0.0 0.2 0.2
-0.1 0.3 0.0
-0.2 -0.3 0.2
0.0 0.1 -0.4
0.2 -0.2 0.2
0.0 0.0 0.0
0.2 0.1 0.0
0.0 0.1 0.2
0.0 0.0 0.0
0.0 -0.1 -0.1
-0.1 0.3 0.3
0.1 -0.1 -0.1
0.3 0.1 -0.2
-0.1 0.0 0.4
0.0 0.4 -0.3
-0.2 -0.2 0.1
0.0 0.0 0.0
0.0 -0.1 -0.2
0.1 -0.2 0.0
0.0 0.0 0.0
0.0 0.2 0.1
0.0 -0.2 -0.5
0.1 0.0 0.2
-0.1 -0.2 0.3
0.4 0.0 -0.3
-0.4 -0.1 0.0
0.1 0.3 -0.1
0.0 0.0 0.0
-0.1 0.1 0.1
0.2 0.0 0.1
0.0 0.0 0.0

Calculated values
HOMO-LUMO gap, eV: 8.75
Total charge: 0
E, eV: -124007.1747
SMILES: CCCC[C@](CCC(C)C)(CNCCCP(=O)(OCC)OCC)OC.O=S1(=O)OCCO1.O=S1(=O)OCCO1.O=S1(=O)OCCO1.O=S1(=O)OCCO1
E_HOMO, eV: -8.89
Spin multiplicity: 1

Here are the Mulliken charges for atoms 1 to 4, given in e: C -1.406; C -0.554; C 0.738; C -1.806



[2]
ORCA calculation (the ωB97M-V functional and the def2-TZVPD basis) on C27H58NP3Sn as an isolated structure.

Atoms and positions in Å:
P  -3.437  3.889  0.791
P  -2.344  3.313  -2.584
C  -2.953  5.164  -0.431
C  -3.268  4.798  -1.882
H  -1.889  5.413  -0.300
H  -3.534  6.057  -0.151
H  -4.343  4.598  -2.026
H  -3.026  5.666  -2.509
C  -1.392  4.570  -3.791
H  -0.677  4.021  -4.420
H  -0.860  5.345  -3.224
H  -2.123  5.071  -4.440
C  -3.162  2.778  -4.203
H  -3.592  3.665  -4.688
H  -3.968  2.045  -4.084
H  -2.403  2.358  -4.878
C  -2.616  4.214  2.354
H  -2.650  3.323  2.995
H  -3.164  5.025  2.857
H  -1.575  4.533  2.209
C  -5.213  4.167  1.045
H  -5.796  3.860  0.166
H  -5.395  5.237  1.231
H  -5.554  3.595  1.919
Sn  -0.042  -0.433  1.678
C  -0.810  2.098  -2.574
C  -0.757  3.242  -1.653
C  -0.743  2.885  -0.159
C  -1.870  1.962  0.351
C  -3.315  2.361  -0.121
C  -3.404  2.112  -1.625
C  -2.887  0.721  -2.016
C  -1.351  0.731  -2.306
C  -1.103  -1.433  3.337
H  -0.180  2.175  -3.465
H  -0.043  4.035  -1.894
H  -0.696  3.806  0.441
H  0.214  2.377  0.034
H  -1.672  0.924  0.061
H  -1.823  1.924  1.450
H  -4.054  1.685  0.351
H  -4.438  2.264  -1.969
H  -3.401  0.391  -2.928
H  -3.133  -0.022  -1.247
H  -0.783  0.209  -1.517
H  -1.200  0.124  -3.215
H  -0.764  -2.464  3.451
H  -2.175  -1.385  3.114
H  -0.875  -0.837  4.230
C  2.207  -2.153  -1.748
C  2.458  -3.378  -0.850
C  1.357  -4.404  -1.159
C  3.833  -3.991  -1.161
P  2.342  -2.860  0.942
N  0.995  -1.981  0.987
C  2.051  -4.330  2.066
C  3.036  -5.467  1.732
C  2.228  -3.924  3.537
C  0.600  -4.820  1.895
C  3.806  -1.823  1.460
C  3.470  -1.039  2.740
C  5.039  -2.714  1.713
C  4.160  -0.787  0.378
H  2.001  -2.509  -2.768
H  3.071  -1.482  -1.801
H  1.338  -1.590  -1.393
H  1.339  -4.557  -2.248
H  1.542  -5.382  -0.701
H  0.370  -4.029  -0.858
H  4.645  -3.254  -1.118
H  4.078  -4.833  -0.504
H  3.793  -4.379  -2.191
H  4.083  -5.141  1.773
H  2.906  -6.250  2.495
H  2.838  -5.924  0.756
H  1.586  -3.074  3.808
H  1.919  -4.782  4.155
H  3.272  -3.709  3.797
H  -0.095  -3.972  1.867
H  0.464  -5.417  0.989
H  0.343  -5.458  2.753
H  3.351  -1.686  3.614
H  4.319  -0.368  2.941
H  2.564  -0.427  2.614
H  5.309  -3.317  0.836
H  5.885  -2.043  1.921
H  4.919  -3.375  2.580
H  4.611  -1.239  -0.513
H  3.291  -0.178  0.091
H  4.914  -0.111  0.808

Cartesian forces, eV/Å:
-1.5 1.8 -2.9
3.2 1.3 -2.6
0.0 0.5 0.4
-1.2 0.2 -0.5
-0.3 -0.2 -0.1
0.2 0.0 0.1
0.0 0.3 0.2
-0.2 -0.1 0.3
0.1 0.1 0.0
-0.1 0.3 0.1
0.0 0.0 -0.2
0.2 0.0 0.0
-1.5 0.3 -0.3
-0.1 -0.3 -0.1
0.0 0.0 -0.2
-0.1 0.2 0.4
0.2 -0.4 0.5
0.1 0.3 -0.1
0.1 -0.2 -0.3
-0.4 -0.3 0.0
-0.1 0.3 0.5
0.4 0.0 0.2
0.0 -0.3 0.0
0.0 0.1 -0.2
0.7 -0.5 0.0
-1.0 -0.8 -3.0
-1.3 0.8 3.5
0.8 -0.1 -0.2
0.0 -0.4 0.1
1.5 -2.1 1.8
0.2 0.5 0.0
-0.1 -0.3 0.4
0.4 -0.6 0.1
0.1 0.1 -0.3
0.0 -0.2 0.4
-0.1 -0.4 0.2
0.0 -0.1 0.0
-0.1 -0.1 0.4
-0.2 0.5 -0.1
0.0 0.0 -0.2
0.3 0.0 0.3
0.3 0.0 0.1
0.0 0.2 0.3
0.0 -0.1 0.0
-0.2 -0.3 0.1
0.1 0.2 0.3
-0.2 0.1 0.1
0.1 -0.1 0.3
-0.2 -0.2 0.0
0.0 0.0 -0.1
0.8 -0.3 0.2
-0.1 0.0 -0.2
0.0 -0.2 -0.6
-3.7 2.2 -0.2
1.6 -0.6 0.3
0.7 -0.4 -0.4
-0.1 -0.4 0.5
-0.1 -0.2 0.2
-0.1 0.0 0.1
0.3 -0.6 0.1
0.1 0.0 0.1
0.3 0.3 0.1
0.1 0.1 0.0
0.1 0.1 0.2
-0.3 -0.2 0.0
0.2 -0.1 -0.1
0.0 0.0 0.2
-0.1 0.3 -0.1
0.3 -0.1 0.0
-0.3 -0.2 0.0
0.0 0.2 -0.2
0.2 0.1 0.2
-0.3 -0.2 0.0
0.1 0.0 -0.2
0.1 0.1 0.3
0.2 -0.2 -0.1
0.1 0.2 -0.1
-0.3 0.0 -0.1
0.2 -0.2 0.0
0.0 0.2 0.2
0.1 0.1 -0.2
0.0 0.2 -0.2
-0.2 -0.1 0.0
0.4 -0.2 0.0
-0.1 0.2 0.3
-0.1 -0.2 0.0
0.0 0.2 -0.2
-0.2 0.1 0.2
0.2 -0.2 0.0
-0.2 -0.1 -0.1

Calculated values
HOMO-LUMO gap, eV: 4.83
Total charge: 0
E, eV: -64121.3612
E_HOMO, eV: -4.72
Spin multiplicity: 1

Here are the Mulliken charges for atoms 1 to 4, given in e: P 0.952; P 1.966; C -1.083; C -1.506



Summary of ΔE to the lowest compared entry with this formula, charge and spin in kJ/mol
39.11, 0.00
(order as listed above)